# 1
Density functional theory data (wB97M-V/def2-TZVPD) for 2 unconnected molecules or ions with the total composition C2H7NO in a non-equilibrium geometry.

Atoms and positions in Å:
C: -0.8828 -0.5950 0.8686
N: -1.6289 0.4955 0.2374
H: -0.9293 -0.4544 1.9463
H: 0.1430 -0.6679 0.5022
H: -1.4255 -1.5170 0.6306
H: -2.4895 0.3265 -0.2994
H: -1.9392 1.1719 0.9392
O: 2.9002 -0.6834 -1.1086
C: 2.2936 0.3378 -1.2123
H: 1.6199 0.6288 -0.3892
H: 2.3385 0.9573 -2.1147

Output
- Largest force on an atom: 2.864 eV/Å
- HOMO energy (spin up / spin down): -13.5475 / -13.5470 eV
- LUMO (spin up / spin down): -4.234 / -9.706 eV
- Total charge: +1
- 2S+1: 2
- Gap between HOMO and LUMO (spin up / spin down): 9.3 / 3.8 eV


# 2
Density functional theory data (wB97M-V/def2-TZVPD) for a molecular structure, C2H7NO2P in a non-equilibrium geometry.

Atoms and positions in Å:
C: -0.6902 -1.1090 0.9326
C: 0.2862 0.3158 -0.0870
N: -0.7783 0.6400 -1.0815
O: 2.8521 -0.0379 0.0924
O: 0.5049 1.3804 0.6171
P: 1.9174 -0.5242 -0.8845
H: -0.3682 -1.1401 1.9775
H: -0.2293 -2.0669 0.3637
H: -1.7521 -0.9680 0.6880
H: -1.1010 1.6203 -0.8965
H: -0.3815 0.6961 -1.9932
H: -1.5139 -0.0661 -0.9328
H: 1.2539 1.2594 1.2041

Output
- Largest force on an atom: 5.344 eV/Å
- HOMO energy: -13.5917 eV
- LUMO: -5.468 eV
- Total charge: +1
- 2S+1: 1
- Gap between HOMO and LUMO: 8.1 eV


# 3
Density functional theory data (wB97M-V/def2-TZVPD) for 2 unconnected molecules or ions with the total composition C2H7NO2P in a non-equilibrium geometry.

Atoms and positions in Å:
C: -1.5995 0.4120 0.3132
C: 0.5438 0.9337 0.6597
N: 1.1469 -1.5165 -0.7000
O: -1.0991 0.3810 -0.9955
O: -0.5883 0.2270 1.1165
P: 0.5037 0.4513 -1.2246
H: -1.9787 1.9421 0.4502
H: -2.4812 -0.0198 0.4366
H: 1.4987 0.5440 1.1375
H: 0.2940 1.9835 0.5439
H: 0.4723 -2.3990 -0.8598
H: 2.0551 -1.6410 -1.1623
H: 1.2324 -1.2983 0.2846

Output
- Largest force on an atom: 8.600 eV/Å
- HOMO energy: -14.1225 eV
- LUMO: -4.523 eV
- Total charge: +1
- 2S+1: 1
- Gap between HOMO and LUMO: 9.6 eV


# 4
Density functional theory data (wB97M-V/def2-TZVPD) for C2H7NO2S in the gas phase in a non-equilibrium geometry.

Atoms and positions in Å:
C: -0.6945 -0.1710 -0.4125
C: 0.2398 -0.0544 0.8287
H: -2.4618 -0.7972 0.5501
H: -2.4505 0.8918 0.0933
H: -0.5923 0.6725 -1.1576
H: -0.4887 -1.0597 -1.0425
H: 0.0360 -0.7501 1.6448
H: 0.0484 0.9380 1.2799
H: 2.2565 0.8175 -1.2822
N: -2.1352 -0.0871 -0.1155
O: 2.2215 1.1758 -0.3379
O: 2.0485 -1.3360 -0.5262
S: 1.9723 -0.2400 0.4773

Output
- Largest force on an atom: 2.080 eV/Å
- HOMO energy: -9.0679 eV
- LUMO: 0.824 eV
- 2S+1: 1
- Gap between HOMO and LUMO: 9.9 eV


Question: Which formula does entry 3 have?
Answer: C2H7NO2P